The following is a DFT calculation (ωB97M-V/def2-TZVPD) of C19H27N3O4S2 as an isolated structure at a distorted geometry.

The geometry in XYZ format:
```
55
Properties=species:S:1:pos:R:3:nbo_charge:R:1
C -2.92684 -4.08911 -1.85328 -0.592
H -3.64834 -4.88326 -2.03012 0.204
H -2.00193 -4.33818 -2.36860 0.202
H -2.72345 -4.03555 -0.78758 0.209
C -3.47536 -2.75274 -2.35519 -0.423
C -2.47826 -1.65257 -2.15366 -0.009
C -1.63216 -1.24369 -3.13409 -0.215
S -0.55482 0.03443 -2.61763 0.493
C -1.25860 0.01509 -1.05415 0.078
C -2.27184 -0.93382 -0.92811 -0.284
C -2.96111 -1.08351 0.33701 0.801
O -2.72994 -0.39185 1.32773 -0.669
O -3.89174 -2.04280 0.37123 -0.501
C -4.56865 -2.21081 1.60506 -0.259
H -3.85756 -2.43780 2.40242 0.197
H -5.11257 -1.30111 1.86967 0.193
H -5.25765 -3.03895 1.45982 0.197
N -0.87236 0.82246 -0.02869 -0.624
C 0.08485 1.77674 -0.04168 0.318
N 0.24972 2.51268 1.08881 -0.416
C 1.52852 3.14005 1.35556 -0.237
H 1.38549 4.21070 1.52968 0.197
C 2.17388 2.46874 2.59225 -0.233
N 1.65045 1.13009 2.72840 -0.433
C 2.20098 0.00123 2.22256 0.668
O 1.58489 -1.04747 2.18677 -0.626
C 3.67479 0.09435 1.78331 0.004
H 4.26024 0.37494 2.66989 0.198
C 4.15506 -1.23575 1.17476 -0.436
H 4.87563 -1.73545 1.81803 0.217
H 3.29252 -1.89043 1.04354 0.246
C 4.75014 -0.82675 -0.17359 -0.427
H 4.59426 -1.57261 -0.94850 0.218
C 4.00220 0.47217 -0.45726 -0.073
H 4.53059 1.16294 -1.11392 0.196
O 3.88097 1.10330 0.80509 -0.541
H 3.00898 0.26683 -0.87724 0.184
H 5.81838 -0.62766 -0.07774 0.200
C 0.24238 1.11833 3.08853 -0.244
H -0.15390 0.13469 2.82719 0.254
C -0.47279 2.24400 2.31521 -0.243
H -0.45947 3.17403 2.89102 0.207
H -1.51580 1.99141 2.12510 0.228
H 0.13682 1.26477 4.16867 0.199
H 3.25353 2.45365 2.47345 0.243
H 1.92322 3.01478 3.50781 0.190
H 2.16438 3.00219 0.47971 0.262
S 0.95469 2.08741 -1.42224 -0.218
H -1.41121 0.59404 0.81973 0.453
C -1.53377 -1.73375 -4.53745 -0.645
H -2.46319 -1.55297 -5.07843 0.221
H -1.32903 -2.80351 -4.56407 0.220
H -0.72990 -1.21391 -5.05254 0.223
H -4.39616 -2.51750 -1.82295 0.225
H -3.70396 -2.83377 -3.41916 0.205
```

Results
- Spin multiplicity: 1
- Gap between HOMO and LUMO: 8.33 eV
- Energy above the lowest of the compared OMol25 structures with the same formula, charge and spin: 0.000 eV
- E: -2001.84180 a.u.
- Highest occupied orbital energy: -7.70 eV
- LUMO level: 0.63 eV